(1)
Density functional theory data (ωB97M-V with the def2-TZVPD basis set) for 4 unconnected molecules or ions with the total composition C19H36N2O7P.

CARTESIAN COORDINATES (ANGSTROEM)
C: -0.9401 0.1154 -3.6722
P: 0.6970 0.9185 -3.0649
C: 1.6487 1.7024 -4.5015
C: 1.6384 -0.5158 -2.2681
N: 2.3984 -1.5786 -2.9346
C: 2.9129 -2.4872 -1.8896
C: 2.4132 -1.9119 -0.5440
N: 1.6475 -0.7046 -0.8416
C: 1.0414 0.0710 0.2798
C: 1.3346 1.6672 0.2001
O: 1.2339 2.4066 1.2197
H: -1.7406 0.9207 -3.7891
H: -0.7621 -0.5220 -4.6081
H: -1.3180 -0.6220 -2.8595
H: 2.7746 1.7119 -4.2854
H: 1.2676 2.7907 -4.5897
H: 1.3746 1.1676 -5.4767
H: 2.5537 -1.6903 -3.9483
H: 3.5190 -3.4427 -2.0123
H: 2.5707 -2.3316 0.5072
H: 1.5747 -0.2736 1.2501
H: -0.0748 -0.1612 0.4573
H: 1.6865 2.1897 -0.7717
O: -0.1104 8.7043 2.5212
C: -0.2787 7.5702 2.9047
O: -0.0045 6.5327 2.0870
C: 0.0084 5.1572 2.4979
C: -1.3840 4.5618 2.4405
C: -0.8758 7.2929 4.2554
H: 0.4746 5.0435 3.4793
H: 0.6512 4.6320 1.7887
H: -2.0664 5.0661 3.1283
H: -1.3587 3.4993 2.6949
H: -1.8057 4.6728 1.4383
H: -1.9634 7.3502 4.1843
H: -0.5200 8.0548 4.9520
H: -0.5855 6.3333 4.6789
O: -1.3024 -0.9947 2.6448
C: -1.8938 -0.6148 3.6337
O: -3.2315 -0.7286 3.7025
C: -4.0071 -0.4843 4.8877
C: -4.3365 0.9882 5.0267
C: -1.1636 0.0667 4.7554
H: -3.5118 -0.8901 5.7724
H: -4.9347 -1.0491 4.7674
H: -3.4344 1.5938 5.1382
H: -4.9769 1.1586 5.8949
H: -4.8523 1.3499 4.1339
H: -1.0430 1.1242 4.5133
H: -0.1786 -0.3942 4.8556
H: -1.6475 -0.0353 5.7244
O: 3.0339 -3.7473 -4.5252
C: 2.3032 -4.6903 -4.2874
O: 2.7922 -5.9393 -4.3127
C: 2.0720 -7.1037 -3.8715
C: 1.1946 -7.6510 -4.9788
C: 0.8331 -4.4902 -4.0507
H: 1.5140 -6.8973 -2.9553
H: 2.8271 -7.8491 -3.6112
H: 0.4299 -6.9315 -5.2796
H: 0.6982 -8.5692 -4.6575
H: 1.7923 -7.8677 -5.8675
H: 0.3207 -4.4334 -5.0128
H: 0.6948 -3.5496 -3.5131
H: 0.3753 -5.2622 -3.4360

The total charge is +1. As for the orbital gap: 8.0 eV. The calculation puts the highest occupied orbital energy at -11.43 eV.

(2)
Density functional theory data (ωB97M-V with the def2-TZVPD basis set) for 11 unconnected molecules or ions with the total composition C22H39Cl12N5.

CARTESIAN COORDINATES (ANGSTROEM)
Cl: -4.1050 -0.1733 3.8811
C: -3.8145 1.3536 4.7646
C: -3.4461 2.4625 3.7869
Cl: -4.8064 2.8899 2.7104
H: -2.9125 1.1983 5.3504
H: -4.6671 1.6011 5.3856
H: -2.5869 2.1368 3.2100
H: -3.2333 3.3494 4.3809
Cl: -0.4574 1.7373 5.9457
C: 0.5047 0.3563 5.3277
C: -0.1452 -0.9065 5.8345
Cl: 0.9128 -2.2985 5.3730
H: 1.5182 0.4426 5.7122
H: 0.5464 0.3578 4.2443
H: -1.1070 -1.0731 5.3493
H: -0.2917 -0.9692 6.9067
Cl: 0.8225 -0.7196 -4.9849
C: -0.8603 -0.7187 -4.4256
C: -1.4715 -2.0957 -4.4163
Cl: -0.9332 -3.1291 -3.0497
H: -1.4834 -0.1159 -5.0882
H: -0.8974 -0.2256 -3.4557
H: -1.2635 -2.6070 -5.3524
H: -2.5481 -1.9865 -4.3015
Cl: 2.5998 -0.4543 2.5811
C: 3.8477 0.6310 1.9030
C: 3.5351 0.9352 0.4423
Cl: 3.8381 -0.4797 -0.5901
H: 4.8014 0.1089 1.9336
H: 3.8686 1.5264 2.5143
H: 4.1165 1.7582 0.0394
H: 2.4834 1.2090 0.3763
Cl: -1.0303 -0.2144 2.1255
C: -0.6465 -0.7582 0.4447
C: -0.2870 0.4334 -0.4114
Cl: -1.6795 1.2456 -1.1345
H: -1.4690 -1.3754 0.0937
H: 0.2171 -1.4159 0.5322
H: 0.3650 0.0345 -1.1873
H: 0.2959 1.1202 0.1924
Cl: -0.7129 2.4519 -5.9919
C: -0.8846 2.8275 -4.2527
C: -1.2787 4.2809 -4.0791
Cl: 0.0354 5.3895 -4.4787
H: -0.0020 2.5237 -3.6987
H: -1.6950 2.2272 -3.8368
H: -1.5957 4.4862 -3.0579
H: -2.1492 4.4565 -4.7092
C: -4.9648 -3.7172 1.2769
C: -3.8274 -3.5025 0.3929
N: -2.9802 -3.3578 -0.3477
H: -5.2505 -4.7667 1.1924
H: -5.8213 -3.1323 0.9441
H: -4.7298 -3.4583 2.3015
C: 1.1501 -6.1104 0.2156
C: 1.2526 -4.6685 0.0081
N: 1.3599 -3.5476 -0.1777
H: 1.1049 -6.5598 -0.7785
H: 0.2386 -6.3171 0.7683
H: 2.0597 -6.4624 0.6954
C: 0.2538 3.4606 2.4068
C: 1.6853 3.7624 2.4434
N: 2.8077 3.9829 2.4953
H: -0.3513 4.3654 2.4245
H: -0.0356 2.8871 3.2853
H: 0.1318 2.9196 1.4682
C: 2.6820 -2.3507 -2.6657
C: 3.7501 -1.7253 -3.4334
N: 4.5885 -1.2312 -4.0415
H: 2.2031 -1.6204 -2.0239
H: 3.1793 -3.0777 -2.0226
H: 2.0529 -2.8344 -3.4096
C: 3.1930 2.2061 -4.1462
C: 2.4470 2.2647 -2.8962
N: 1.8283 2.2838 -1.9353
H: 2.5215 2.0185 -4.9804
H: 3.8637 1.3497 -4.0267
H: 3.7596 3.1242 -4.2725

As for the relative energy (zero: lowest compared OMol25 entry of this formula, charge and spin): 0.00 kcal per mole. The total charge is 0. As for the orbital gap: 10.7 eV. The calculation puts the highest occupied orbital energy at -10.38 eV. As for the structure (SMILES): ClCCCl.ClCCCl.ClCCCl.ClCCCl.ClCCCl.ClCCCl.CC#N.CC#N.CC#N.CC#N.CC#N.

(3)
Density functional theory data (ωB97M-V with the def2-TZVPD basis set) for 2 unconnected molecules or ions with the total composition C6H16N4O.

CARTESIAN COORDINATES (ANGSTROEM)
C: 0.2639 0.2121 -0.0225
C: -2.1818 -0.3822 0.1788
C: -5.4975 1.3149 -0.1189
C: 6.6903 -0.7493 -0.1698
C: 4.2735 0.1006 0.3767
C: -4.6154 0.0989 0.2806
N: -0.9479 -0.0976 0.0755
N: -4.7748 -1.1278 -0.5159
N: -3.1933 0.4598 0.2829
N: 5.2523 -1.0157 0.2167
O: 4.8477 1.1941 0.0268
H: 0.7895 0.3420 0.9562
H: -2.5713 -1.4021 0.3426
H: -5.4130 1.6397 -1.1439
H: -6.4714 1.1998 0.2677
H: -5.2499 2.0597 0.5312
H: 6.7954 -0.4326 -1.1699
H: 7.1434 -0.1191 0.4558
H: 7.2233 -1.6480 -0.2475
H: 0.7107 0.7260 -0.8743
H: -4.7654 -0.1510 1.3267
H: -5.6459 -1.6388 -0.3928
H: -4.4889 -1.0820 -1.5014
H: -2.9996 1.4552 -0.0620
H: 4.8148 -1.6042 -0.5248
H: 5.4045 -1.4324 1.1793
H: 4.6066 2.0799 0.2464

As for the relative energy (zero: lowest compared OMol25 entry of this formula, charge and spin): 113.56 kcal per mole. The total charge is +2. As for the orbital gap: 7.6 eV. The calculation puts the highest occupied orbital energy at -14.86 eV.

(4)
Density functional theory data (ωB97M-V with the def2-TZVPD basis set) for a molecular structure, C13H19OsP2.

CARTESIAN COORDINATES (ANGSTROEM)
C: -0.5372 -1.0107 -1.2256
C: 0.3715 -2.0083 -1.5471
C: 1.7098 -2.0601 -1.1535
C: 2.3196 -1.1682 -0.2599
C: 1.6806 -0.2072 0.5179
Os: -0.1554 0.2744 0.1794
P: -2.4283 0.1158 0.6096
H: -1.4952 -1.0743 -1.7818
H: 0.0043 -2.8204 -2.1809
H: 2.3406 -2.8498 -1.5744
H: 2.3530 0.2835 1.2546
H: 3.3964 -1.2483 -0.1194
H: -2.7627 -0.0275 1.9986
H: -3.3192 -0.8689 0.0629
H: -3.1489 1.2913 0.1709
C: -0.3896 3.2436 -0.3685
P: 0.3096 2.2980 1.0224
C: 1.9771 3.0138 1.0886
C: -0.5119 2.9736 2.5279
C: 0.2121 3.5967 3.5552
C: -0.4602 4.3399 4.5333
C: -1.8557 4.3908 4.5477
C: -2.5817 3.6512 3.6120
C: -1.9099 2.9502 2.6040
H: -0.2745 2.6351 -1.2830
H: 0.1874 4.1769 -0.4355
H: -1.4453 3.4691 -0.1789
H: 1.9045 4.1143 1.1600
H: 2.5195 2.6244 1.9587
H: 2.5046 2.7269 0.1687
H: 1.3002 3.5016 3.5864
H: 0.1092 4.9101 5.2675
H: -2.3706 5.0280 5.2612
H: -3.6664 3.6551 3.6531
H: -2.4852 2.3593 1.8932

The spin multiplicity is 5. The total charge is +1. As for the orbital gap (alpha / beta): 8.0 / 6.4 eV. The calculation puts the highest occupied orbital energy (alpha / beta) at -10.62 / -12.26 eV. The expectation value of S² is 6.0189.

(5)
Density functional theory data (ωB97M-V with the def2-TZVPD basis set) for a molecular structure, C20H59NO9.

CARTESIAN COORDINATES (ANGSTROEM)
C: -5.2831 -0.1037 -0.3743
C: -3.8906 -0.2923 0.1893
O: -3.5171 -1.6701 -0.0242
H: -5.2229 0.1233 -1.4387
H: -5.6971 0.8375 -0.0126
H: -5.9851 -0.9022 -0.1341
H: -3.9420 -0.0649 1.2540
H: -3.0638 0.3166 -0.1766
H: -3.4084 -1.8672 -0.9575
C: 1.9213 -2.2649 1.4209
C: 1.9584 -3.5627 0.6256
O: 3.0162 -4.3582 1.0535
H: 2.9780 -1.9973 1.4261
H: 1.4547 -2.4042 2.3961
H: 1.3258 -1.6617 0.7357
H: 1.8736 -3.3384 -0.4377
H: 1.0200 -4.0725 0.8436
H: 2.9522 -5.0795 0.4231
C: 0.2974 0.3619 3.3853
C: -1.1636 0.5163 3.1628
O: -1.6678 1.4805 3.9982
H: 0.6909 1.2352 2.8651
H: 0.7142 -0.5402 2.9372
H: 0.5296 0.3663 4.4502
H: -1.6049 -0.4637 3.3443
H: -1.4258 0.7585 2.1329
H: -1.6443 1.1600 4.9028
C: 3.5783 -0.4693 -3.9247
C: 2.8305 -0.5489 -2.6642
O: 3.1228 0.4810 -1.7657
H: 3.4527 0.3486 -4.6341
H: 3.5980 -1.3247 -4.6000
H: 4.6278 -0.4275 -3.6332
H: 2.8960 -1.4892 -2.1167
H: 1.7885 -0.3151 -2.8828
H: 3.6165 1.1670 -2.2209
C: 0.9620 2.5885 -2.0914
C: 2.0999 2.9475 -1.1497
O: 3.0687 3.6094 -1.9656
H: 0.4361 3.4872 -2.4138
H: 0.3514 1.9310 -1.4726
H: 1.2564 1.9274 -2.9065
H: 2.5299 2.0781 -0.6525
H: 1.7905 3.6230 -0.3521
H: 3.6177 4.2262 -1.4758
C: -0.8167 -2.0657 -2.4702
C: -0.8446 -1.4993 -3.8466
O: -2.1864 -1.3015 -4.2342
H: -0.0363 -2.8026 -2.2806
H: -1.7519 -2.5771 -2.2421
H: -0.6810 -1.2463 -1.7643
H: -0.4861 -2.2226 -4.5790
H: -0.1409 -0.6863 -4.0253
H: -2.2819 -0.6882 -4.9665
C: -2.0723 2.0694 1.5312
C: -2.9596 2.9423 0.6941
O: -2.3028 3.2245 -0.4949
H: -2.6784 1.8202 2.4022
H: -1.1516 2.4357 1.9853
H: -1.8887 1.1444 0.9845
H: -2.9882 3.9547 1.0969
H: -3.9864 2.5991 0.5677
H: -2.5623 2.5513 -1.1282
C: 3.0670 1.2004 1.5896
C: 2.0790 2.1147 2.2578
O: 2.1273 1.9816 3.6540
H: 3.2710 0.2021 1.9767
H: 3.9881 1.7632 1.4380
H: 2.6404 0.8892 0.6361
H: 1.0895 1.9532 1.8302
H: 2.2514 3.1618 2.0087
H: 1.2334 2.2026 3.9253
C: -0.7625 -3.1221 0.7685
C: -0.9511 -1.6789 1.3770
C: -0.6757 -0.5928 0.3682
O: 0.7048 -0.5325 -0.0228
C: 1.0826 0.4769 -0.9036
N: -2.2716 -1.5876 1.9031
H: 0.1364 -3.1264 0.1520
H: -1.5334 -3.6021 0.1657
H: -0.5226 -3.7604 1.6189
H: -0.1844 -1.5741 2.1447
H: -0.7005 0.3702 0.8783
H: -1.2865 -0.6558 -0.5324
H: 0.5730 0.3525 -1.8590
H: 2.1663 0.4722 -1.0207
H: 0.9560 1.4859 -0.5112
H: -2.4027 -0.8113 2.5358
H: -3.0980 -1.5867 1.3224

As for the relative energy (zero: lowest compared OMol25 entry of this formula, charge and spin): 366.81 kcal per mole. The total charge is 0. As for the orbital gap: 8.4 eV. The calculation puts the highest occupied orbital energy at -8.14 eV.

(6)
Density functional theory data (ωB97M-V with the def2-TZVPD basis set) for 16 unconnected molecules or ions with the total composition H33O16.

CARTESIAN COORDINATES (ANGSTROEM)
O: 0.3778 -0.4809 -2.1899
H: 0.8793 -0.6602 -2.9980
H: 0.2124 0.4874 -2.2442
O: 1.9436 -3.2249 2.7187
H: 2.3823 -2.4966 2.2810
H: 2.5046 -3.7007 3.3192
O: -3.3760 -3.3372 -1.2242
H: -3.5944 -2.6758 -1.9030
H: -2.4058 -3.1259 -1.1043
O: -0.8351 -2.8112 -1.4068
H: -0.2443 -3.3752 -1.8990
H: -0.6857 -1.8583 -1.5936
O: -1.1619 0.1313 0.8814
H: -1.5629 0.9794 0.4462
H: -0.3867 0.4421 1.4253
O: 1.0158 5.3630 -2.2729
H: 1.8506 5.0870 -1.8608
H: 0.8674 6.2652 -1.9438
O: 3.2196 3.3089 0.9412
H: 2.4732 3.1201 1.5359
H: 3.9256 3.6953 1.4699
O: -4.4127 -1.8935 0.6849
H: -3.8916 -2.6511 0.2681
H: -5.1745 -2.3114 1.1011
O: -1.0514 -3.1274 2.9854
H: -2.1077 -1.9547 2.4611
O: 2.9815 1.1545 -0.5667
H: 3.2222 2.0164 -0.1830
H: 3.6535 0.6142 -1.0037
O: -2.1042 2.2464 -0.2605
H: -1.7869 2.3238 -1.1949
H: -1.5860 2.9544 0.1286
O: 1.0494 0.9425 2.3551
H: 1.8706 0.9122 1.8440
H: 0.9684 0.2891 3.0619
O: 2.9666 0.0794 -3.4533
H: 3.2698 -0.0974 -4.3516
H: 2.0632 0.4422 -3.4045
O: -2.7270 -1.1857 2.3210
H: -2.1979 -0.4403 1.7877
H: -3.4462 -1.5765 1.5469
O: -0.8647 3.2141 -2.4750
H: -0.1752 3.9019 -2.4065
H: -1.2978 3.5459 -3.2768
O: 2.7588 -0.6821 1.1962
H: 3.3864 -1.1975 0.6912
H: 2.0169 -0.4932 0.6230
H: -0.9953 -3.6786 3.7759
H: -0.3173 -3.4554 2.4505

As for the relative energy (zero: lowest compared OMol25 entry of this formula, charge and spin): 30.67 kcal per mole. The total charge is +1. As for the orbital gap: 10.7 eV. The calculation puts the highest occupied orbital energy at -13.02 eV.